121
Properties=species:S:1:pos:R:3 method="wB97M-V/def2-TZVPD" lumo_energy_ev="-6.7 / -7.9" spin_multiplicity=2 orbital_gap_ev="5.17 / 3.96" e_tot_ha=-4158.69224 relative_energy_ev=0.595 total_charge=+2
Ir 1.047 0.675 -0.174
S 3.221 -0.071 0.931
C 2.818 -1.798 0.913
N 3.543 -2.711 1.513
N 4.570 -2.408 2.278
C 5.373 -3.382 2.795
C 6.364 -3.047 3.734
C 7.141 -4.039 4.292
C 6.952 -5.371 3.931
C 5.996 -5.700 2.972
C 5.207 -4.724 2.408
N 1.763 -2.202 0.258
N 0.914 -1.466 -0.384
C 0.041 -2.150 -1.183
C 0.269 -3.514 -1.468
C -0.592 -4.206 -2.286
C -1.703 -3.575 -2.836
C -1.943 -2.237 -2.550
C -1.088 -1.528 -1.734
H 4.768 -1.429 2.511
H 6.505 -2.015 4.022
H 7.898 -3.779 5.015
H 7.542 -6.148 4.394
H 5.870 -6.727 2.666
H 4.460 -4.966 1.669
H 1.132 -3.996 -1.037
H -0.392 -5.242 -2.508
H -2.370 -4.122 -3.484
H -2.800 -1.743 -2.985
H -1.272 -0.488 -1.507
Cl 0.517 3.809 3.037
C 0.115 4.234 1.410
C -0.842 5.218 1.228
C -1.142 5.674 -0.044
C -0.422 5.194 -1.133
C 0.526 4.213 -0.951
C 0.805 3.665 0.316
C 1.780 2.604 0.479
H -1.345 5.631 2.090
H -1.902 6.425 -0.179
H -0.605 5.588 -2.120
H 1.089 3.850 -1.799
H 2.042 2.447 1.525
H 2.683 2.753 -0.111
C -2.373 2.811 7.474
C -1.754 2.176 6.280
C -0.503 1.570 6.369
C 0.127 1.011 5.275
C 1.470 0.378 5.468
C -0.512 1.073 4.008
C 0.201 0.606 2.859
O -0.137 0.718 1.674
C -1.806 1.656 3.913
C -2.528 1.703 2.609
C -2.398 2.180 5.045
H -1.780 2.628 8.366
H -3.381 2.434 7.636
H -2.447 3.889 7.328
H -0.010 1.542 7.328
H 1.753 0.421 6.517
H 2.234 0.898 4.890
H 1.445 -0.666 5.162
H 1.164 0.133 3.087
H -2.044 2.409 1.932
H -3.565 1.996 2.755
H -2.490 0.715 2.147
H -3.380 2.623 4.976
C -5.638 -0.285 -1.827
C -5.397 -0.255 -0.323
N -4.027 -0.607 0.010
C -3.558 -1.665 0.673
S -2.001 -1.560 1.348
N -4.219 -2.796 0.888
C -5.307 -3.427 0.161
C -4.950 -4.886 -0.087
H -6.672 -0.030 -2.036
H -5.440 -1.275 -2.228
H -4.992 0.426 -2.339
H -6.077 -0.926 0.198
H -5.579 0.757 0.052
H -3.354 0.133 -0.136
H -3.731 -3.437 1.501
H -5.462 -2.913 -0.786
H -6.225 -3.365 0.754
H -4.046 -4.962 -0.685
H -5.758 -5.381 -0.615
H -4.792 -5.407 0.854
C 4.328 3.307 -5.005
C 4.370 3.369 -3.622
C 3.418 2.708 -2.864
C 2.419 1.963 -3.479
C 2.415 1.856 -4.871
C 3.348 2.546 -5.623
P 1.121 1.078 -2.524
C 1.199 -0.467 -3.477
C 2.381 -1.184 -3.306
C 2.634 -2.296 -4.081
C 1.704 -2.703 -5.025
C 0.513 -2.012 -5.169
C 0.251 -0.891 -4.399
C -0.473 1.885 -2.942
C -0.757 2.396 -4.204
C -1.999 2.946 -4.471
C -2.971 3.012 -3.488
C -2.683 2.549 -2.215
C -1.444 1.994 -1.945
H 5.065 3.824 -5.601
H 5.154 3.918 -3.124
H 3.483 2.739 -1.788
H 1.713 1.202 -5.370
H 3.313 2.487 -6.700
H 3.098 -0.853 -2.563
H 3.561 -2.833 -3.963
H 1.915 -3.556 -5.651
H -0.210 -2.348 -5.894
H -0.679 -0.351 -4.517
H -0.010 2.385 -4.981
H -2.209 3.343 -5.451
H -3.939 3.437 -3.704
H -3.425 2.643 -1.436
H -1.203 1.664 -0.933

---

125
Properties=species:S:1:pos:R:3 method="wB97M-V/def2-TZVPD" lumo_energy_ev="3.8 / 3.8" spin_multiplicity=2 orbital_gap_ev="4.41 / 5.23" e_tot_ha=-5201.90992 total_charge=-2
Pb 0.499 -0.726 -0.783
C -3.624 -0.161 -3.554
C -2.284 -0.440 -2.904
N -1.760 0.342 -1.977
N -2.316 1.600 -1.871
C -2.239 2.342 -0.762
N -2.750 3.597 -0.893
S -1.640 1.820 0.724
C -1.565 -1.602 -3.291
C -2.153 -2.605 -4.118
C -1.393 -3.594 -4.667
C 0.002 -3.614 -4.416
C 0.495 -2.690 -3.523
N -0.236 -1.751 -2.911
H -3.863 0.899 -3.551
H -4.427 -0.674 -3.010
H -3.649 -0.501 -4.588
H -2.527 2.094 -2.732
H -2.944 4.014 -1.807
H -2.471 4.225 -0.161
H -3.219 -2.580 -4.301
H -1.850 -4.354 -5.291
H 0.658 -4.341 -4.874
H 1.546 -2.707 -3.259
C -1.218 -1.605 3.822
C 0.216 -1.124 3.516
P 0.312 0.751 3.546
C 2.050 0.977 4.111
C 2.458 1.612 5.283
C 3.809 1.816 5.544
C 4.773 1.393 4.641
C 4.380 0.775 3.460
C 3.034 0.583 3.198
C -0.611 1.053 5.118
C -0.362 0.381 6.317
C -1.126 0.637 7.445
C -2.154 1.574 7.392
C -2.411 2.248 6.209
C -1.641 1.989 5.079
C -1.791 -2.635 2.841
P -2.171 -1.871 1.187
C -2.527 -3.421 0.248
C -3.784 -4.011 0.109
C -3.957 -5.123 -0.705
C -2.878 -5.669 -1.388
C -1.618 -5.107 -1.241
C -1.448 -3.994 -0.432
C -3.865 -1.225 1.466
C -4.570 -0.847 0.316
C -5.800 -0.223 0.403
C -6.349 0.065 1.649
C -5.658 -0.292 2.795
C -4.427 -0.936 2.705
H -1.878 -0.736 3.822
H -1.253 -2.026 4.829
H 0.508 -1.439 2.509
H 0.947 -1.553 4.204
H 1.723 1.959 5.998
H 4.109 2.321 6.455
H 5.823 1.561 4.847
H 5.115 0.463 2.728
H 2.729 0.149 2.251
H 0.439 -0.349 6.362
H -0.924 0.107 8.369
H -2.750 1.775 8.274
H -3.215 2.972 6.161
H -1.848 2.495 4.140
H -2.701 -3.080 3.254
H -1.077 -3.442 2.656
H -4.633 -3.593 0.636
H -4.943 -5.561 -0.813
H -3.022 -6.519 -2.045
H -0.769 -5.519 -1.775
H -0.464 -3.542 -0.345
H -4.115 -1.028 -0.654
H -6.323 0.070 -0.500
H -7.297 0.583 1.723
H -6.065 -0.051 3.771
H -3.908 -1.197 3.618
C 2.742 -4.148 -1.448
Si 2.839 -2.356 -0.705
C 3.347 -2.891 1.076
C 4.504 -1.756 -1.485
C 5.581 -2.651 -1.395
C 6.837 -2.371 -1.912
C 7.054 -1.149 -2.534
C 6.006 -0.247 -2.635
C 4.722 -0.522 -2.135
Si 3.422 0.826 -2.518
C 4.331 2.458 -2.735
C 2.592 0.370 -4.131
H 3.304 -4.858 -0.830
H 3.146 -4.200 -2.464
H 1.706 -4.505 -1.495
H 2.749 -3.765 1.357
H 3.193 -2.136 1.850
H 4.402 -3.184 1.110
H 5.428 -3.609 -0.906
H 7.638 -3.098 -1.829
H 8.030 -0.903 -2.940
H 6.191 0.708 -3.118
H 4.727 2.573 -3.749
H 5.146 2.575 -2.019
H 3.610 3.260 -2.558
H 3.312 0.329 -4.953
H 1.823 1.114 -4.353
H 2.095 -0.602 -4.053
S 2.408 2.061 0.035
C 2.200 0.912 -1.097
O -3.312 4.949 -3.509
S -1.997 4.982 -4.138
O -1.987 5.549 -5.466
N -1.277 3.566 -4.044
C -0.158 3.602 -3.262
O 0.645 2.700 -3.096
C 0.021 4.946 -2.595
C 0.948 5.284 -1.627
C 0.938 6.588 -1.143
C 0.033 7.527 -1.635
C -0.908 7.174 -2.599
C -0.894 5.870 -3.053
H 1.634 4.533 -1.250
H 1.639 6.878 -0.369
H 0.053 8.543 -1.258
H -1.627 7.891 -2.975

---

128
Properties=species:S:1:pos:R:3 method="wB97M-V/def2-TZVPD" lumo_energy_ev="-6.1 / -5.9" orbital_gap_ev="5.11 / 5.35" e_tot_ha=-4731.41402 relative_energy_ev=0.763 total_charge=+2
Re 0.761 0.548 -0.399
C 2.686 3.230 -3.323
C 2.264 2.084 -2.462
N 1.180 2.098 -1.739
N 0.247 3.092 -1.904
C -1.054 2.733 -1.804
N -1.976 3.666 -2.053
S -1.477 1.140 -1.436
C 2.900 0.793 -2.426
C 4.113 0.496 -3.046
C 4.556 -0.806 -3.080
C 3.751 -1.797 -2.524
C 2.571 -1.450 -1.912
N 2.148 -0.175 -1.815
H 1.871 3.524 -3.991
H 3.535 2.970 -3.946
H 2.968 4.091 -2.711
H 0.522 3.980 -2.293
H -1.742 4.638 -2.175
H -2.935 3.439 -1.846
H 4.697 1.290 -3.490
H 5.498 -1.058 -3.550
H 4.045 -2.837 -2.562
H 1.921 -2.204 -1.497
S 2.818 0.851 0.892
C 2.701 2.394 1.566
N 3.765 3.031 2.054
C 3.678 4.453 2.376
C 2.372 4.749 3.060
N 1.258 4.209 2.278
C 0.010 4.988 2.332
C 0.202 6.317 1.637
C 0.582 6.340 0.297
C 0.788 7.543 -0.359
C 0.617 8.742 0.325
C 0.248 8.726 1.662
C 0.047 7.516 2.317
C 1.370 3.033 1.682
S -0.012 2.221 1.139
C 5.115 2.442 2.093
C 6.013 3.060 1.043
C 6.964 4.010 1.393
C 7.769 4.593 0.421
C 7.618 4.236 -0.910
C 6.658 3.297 -1.268
C 5.861 2.707 -0.299
H 3.774 5.047 1.463
H 4.506 4.712 3.033
H 2.239 5.824 3.146
H 2.352 4.311 4.062
H -0.264 5.140 3.378
H -0.780 4.411 1.864
H 0.728 5.396 -0.221
H 1.090 7.557 -1.399
H 0.774 9.683 -0.184
H 0.125 9.657 2.200
H -0.242 7.510 3.363
H 5.027 1.370 1.950
H 5.515 2.630 3.090
H 7.097 4.285 2.434
H 8.516 5.322 0.706
H 8.256 4.677 -1.665
H 6.544 3.012 -2.308
H 5.133 1.950 -0.570
C 1.139 -2.993 2.081
C 1.479 -1.956 1.025
O 2.681 -1.817 0.790
N 0.483 -1.248 0.368
Te -1.573 -2.864 0.470
C -3.303 -4.178 0.640
C -4.046 -4.714 -0.424
C -3.687 -4.535 -1.881
C -5.188 -5.454 -0.126
C -5.613 -5.672 1.177
C -6.832 -6.503 1.469
C -4.874 -5.114 2.213
C -3.730 -4.367 1.969
C -2.979 -3.796 3.158
C -0.700 -3.974 -1.113
C -0.381 -5.309 -0.809
C -0.607 -5.969 0.535
C 0.187 -6.094 -1.807
C 0.465 -5.598 -3.071
C 1.090 -6.459 -4.133
C 0.146 -4.270 -3.336
C -0.443 -3.450 -2.387
C -0.850 -2.061 -2.777
H 2.066 -3.282 2.567
H 0.716 -3.889 1.621
H 0.445 -2.598 2.823
H -3.255 -3.558 -2.072
H -4.576 -4.645 -2.502
H -2.970 -5.295 -2.201
H -5.766 -5.867 -0.947
H -7.441 -6.644 0.577
H -7.446 -6.045 2.245
H -6.534 -7.489 1.830
H -5.202 -5.262 3.237
H -3.516 -4.009 4.080
H -2.865 -2.712 3.093
H -1.983 -4.239 3.255
H -0.936 -5.281 1.308
H 0.314 -6.442 0.880
H -1.367 -6.748 0.457
H 0.419 -7.130 -1.581
H 1.345 -7.445 -3.750
H 1.995 -5.988 -4.521
H 0.407 -6.584 -4.975
H 0.342 -3.862 -4.323
H -0.183 -1.652 -3.536
H -0.833 -1.409 -1.914
H -1.863 -2.057 -3.188
O -2.946 -1.719 -0.487
C -3.407 -0.844 0.412
N -2.619 -0.144 1.154
S -3.543 0.952 2.039
O -3.569 2.193 1.317
O -3.118 0.946 3.400
C -5.086 0.128 1.751
C -6.312 0.245 2.360
C -7.322 -0.613 1.923
C -7.096 -1.527 0.901
C -5.855 -1.613 0.278
C -4.851 -0.772 0.725
H -6.483 0.957 3.157
H -8.291 -0.577 2.403
H -7.892 -2.195 0.599
H -5.670 -2.329 -0.513

---

117
Properties=species:S:1:pos:R:3 method="wB97M-V/def2-TZVPD" lumo_energy_ev="-11.1 / -10.4" spin_multiplicity=2 orbital_gap_ev="2.89 / 3.88" e_tot_ha=-5549.65569 relative_energy_ev=1.891 total_charge=+3
Ir -1.168 0.041 0.245
C -1.914 -1.984 -3.012
C -2.804 -2.994 -2.345
C -3.105 -4.174 -3.017
C -3.923 -5.137 -2.449
C -4.483 -4.928 -1.195
C -4.212 -3.760 -0.511
C -3.379 -2.789 -1.080
P -3.178 -1.219 -0.214
C -3.998 -1.338 1.382
C -5.171 -0.608 1.596
C -5.820 -0.694 2.814
C -5.292 -1.490 3.820
C -4.119 -2.206 3.609
C -3.442 -2.139 2.400
C -2.186 -2.941 2.183
C -4.015 0.001 -1.260
C -4.930 -0.372 -2.225
C -5.364 0.558 -3.169
C -4.829 1.843 -3.181
C -3.911 2.225 -2.224
C -3.524 1.334 -1.205
C -2.690 1.766 -0.131
H -1.038 -2.472 -3.440
H -1.573 -1.225 -2.307
H -2.452 -1.486 -3.823
H -2.691 -4.325 -4.007
H -4.127 -6.055 -2.985
H -5.141 -5.664 -0.754
H -4.670 -3.585 0.454
H -5.588 0.005 0.807
H -6.738 -0.145 2.974
H -5.798 -1.554 4.774
H -3.728 -2.844 4.393
H -1.791 -3.310 3.127
H -1.414 -2.337 1.694
H -2.388 -3.804 1.545
H -5.307 -1.386 -2.257
H -6.099 0.268 -3.908
H -5.145 2.548 -3.938
H -3.524 3.237 -2.211
H -2.957 1.446 0.882
H -2.281 2.768 -0.192
C -1.003 -1.874 6.241
C -0.678 -0.382 6.284
C -1.205 0.379 5.069
S -0.321 -0.157 3.571
O -1.231 0.304 2.425
C 1.085 1.035 3.560
C 0.837 2.284 2.724
C 0.033 3.369 3.436
H -0.690 -2.355 7.166
H -0.491 -2.376 5.419
H -2.079 -2.023 6.132
H 0.401 -0.235 6.387
H -1.139 0.060 7.168
H -1.091 1.457 5.170
H -2.253 0.141 4.875
H 1.919 0.454 3.162
H 1.297 1.272 4.603
H 0.329 2.006 1.791
H 1.813 2.690 2.448
H -1.003 3.069 3.599
H 0.021 4.277 2.835
H 0.480 3.615 4.400
C 2.508 0.727 -0.419
C 3.337 -0.374 0.193
As 5.256 0.189 0.389
C 5.791 0.404 -1.469
C 6.573 -0.593 -2.041
C 6.996 -0.477 -3.358
C 6.645 0.642 -4.101
C 5.858 1.635 -3.534
C 5.440 1.531 -2.216
C 5.178 1.986 1.100
C 6.060 2.963 0.637
C 6.062 4.224 1.215
C 5.226 4.502 2.287
C 4.377 3.519 2.780
C 4.365 2.262 2.198
P 0.814 0.200 -1.050
C 0.444 1.471 -2.289
C 0.851 2.795 -2.101
C 0.486 3.769 -3.016
C -0.307 3.440 -4.109
C -0.730 2.129 -4.292
C -0.361 1.149 -3.386
C 1.160 -1.338 -1.932
C 0.798 -2.537 -1.312
C 1.090 -3.749 -1.915
C 1.733 -3.765 -3.146
C 2.090 -2.574 -3.765
C 1.810 -1.357 -3.164
H 2.992 1.109 -1.323
H 2.377 1.550 0.287
H 3.389 -1.248 -0.456
H 2.972 -0.698 1.169
H 6.870 -1.453 -1.452
H 7.618 -1.247 -3.793
H 7.005 0.752 -5.115
H 5.580 2.506 -4.115
H 4.849 2.325 -1.775
H 6.745 2.742 -0.171
H 6.735 4.984 0.843
H 5.263 5.473 2.764
H 3.749 3.730 3.637
H 3.744 1.474 2.614
H 1.464 3.073 -1.252
H 0.819 4.788 -2.875
H -0.592 4.206 -4.818
H -1.344 1.873 -5.145
H -0.672 0.125 -3.550
H 0.284 -2.511 -0.354
H 0.828 -4.678 -1.426
H 1.962 -4.709 -3.622
H 2.591 -2.591 -4.724
H 2.098 -0.433 -3.651